C6H8N2S3 | ωB97M-V with the def2-TZVPD basis set

Atoms and positions in Å:
C  -0.614  -2.766  0.159
C  0.426  -3.589  0.195
C  0.926  -1.168  -0.092
C  2.963  0.059  -0.118
C  -1.370  -0.414  -0.395
C  2.046  2.654  0.223
N  1.489  -0.046  -0.212
N  -0.371  -1.474  -0.034
S  4.067  -1.092  0.027
S  1.870  -2.767  -0.090
S  3.567  1.683  0.154
H  -1.565  -3.151  0.028
H  0.471  -4.598  0.429
H  -1.360  -0.208  -1.432
H  -2.258  -0.677  0.115
H  -0.926  0.447  0.151
H  1.423  2.013  -0.457
H  2.446  3.603  -0.212
H  1.501  2.797  1.181

Computed properties:
**Total charge**: 0
**Lowest unoccupied orbital energy**: 0.27 eV
**2S+1**: 1
**Energy above the lowest of the compared OMol25 structures with the same formula, charge and spin**: 1.484 eV
**Total energy**: -1537.43771 a.u.
**Orbital gap**: 8.22 eV


C6H8N3O | ωB97M-V with the def2-TZVPD basis set

Atoms and positions in Å:
C  2.896  0.943  -0.629
N  2.102  0.707  0.564
C  0.765  0.287  0.257
C  0.353  -0.957  0.543
C  -0.884  -1.638  0.324
C  -2.171  -1.309  -0.012
N  -2.883  -0.172  -0.183
O  -4.162  -0.252  -0.596
C  -2.579  1.073  0.106
N  -2.445  2.203  0.318
H  2.432  1.654  -1.336
H  3.878  1.330  -0.338
H  3.035  -0.009  -1.148
H  2.047  1.579  1.092
H  0.106  1.021  -0.203
H  1.120  -1.594  0.976
H  -0.774  -2.715  0.450
H  -2.837  -2.151  -0.186

Computed properties:
**Total charge**: -1
**Structure (SMILES)**: CN/C=C/C=C\N([O-])C#N
**Lowest unoccupied orbital energy**: 3.55 eV
**2S+1**: 1
**Energy above the lowest of the compared OMol25 structures with the same formula, charge and spin**: 0.956 eV
**Total energy**: -472.83784 a.u.
**Orbital gap**: 6.17 eV